Here is 2 unconnected molecules or ions with the total composition C3H6NO4 from OMol25. Energies are from the ωB97M-V functional and the def2-TZVPD basis.

Atoms and positions in Å:
1 O 0.890 0.093 -2.431
2 C 0.529 -0.498 -1.409
3 N 0.158 0.220 -0.319
4 C -0.179 -0.265 1.039
5 O -0.683 -1.387 1.085
6 O 0.196 0.498 1.955
7 C 0.543 -1.997 -1.342
8 H 0.169 1.209 -0.520
9 H -0.481 -2.317 -1.162
10 H 1.131 -2.346 -0.501
11 H 1.023 -2.383 -2.238
12 H -0.301 2.308 1.381
13 H -1.758 2.246 1.581
14 O -1.112 2.826 1.167

## Properties
ΔE to the lowest compared entry with this formula, charge and spin in kcal per mole: 11.5
Total charge: -1
Molar mass in g mol⁻¹: 120.08